A) C4H8N2O3 | ωB97M-V with the def2-TZVPD basis set

ORCA input file:
```
! wB97M-V def2-TZVPD RIJCOSX def2/J DEFGRID3
* xyz 0 1
O -0.77 0.28 2.97
C 0.08 -0.18 2.23
N 0.12 -0.03 0.88
C 1.02 -0.82 0.03
C 1.07 -0.02 -1.26
N -0.26 0.58 -1.34
C -0.77 0.86 0.14
O -0.92 2.04 0.46
H 0.95 -0.74 2.61
H 2.00 -0.92 0.50
H 0.60 -1.82 -0.15
H 1.82 0.78 -1.20
H 1.29 -0.64 -2.14
H -0.32 1.44 -1.88
H -1.38 -0.06 -1.57
O -2.28 0.08 -0.29
H -2.24 -0.83 0.00
*
```

- HOMO level: -9.55 eV
- E_LUMO: 0.0105 hartree
- Gap between HOMO and LUMO: 9.838 eV

B) C4H8N2O3 | ωB97M-V with the def2-TZVPD basis set

ORCA input file:
```
! wB97M-V def2-TZVPD RIJCOSX def2/J DEFGRID3
* xyz 0 1
N -3.27 -0.25 -0.33
H -3.04 0.08 -1.37
H -3.46 0.64 0.10
C -1.99 -0.76 0.06
C -0.91 0.14 -0.11
O -1.15 1.34 -0.38
N 0.14 -0.21 0.77
H 0.35 -1.04 0.69
C 1.38 0.73 0.39
H 1.24 1.54 -0.14
H 1.71 1.27 1.48
C 2.45 0.00 -0.24
O 2.50 -1.45 -0.51
O 3.66 0.73 -0.31
H 4.34 0.09 -0.87
H -2.25 -1.10 1.24
H -1.70 -1.75 -0.47
*
```

- SMILES: NCC(=O)NCC(=O)O
- HOMO level: -9.96 eV
- E_LUMO: -0.0109 hartree
- Gap between HOMO and LUMO: 9.663 eV

The most stable arrangement is A), and the next structure is 259.5 kJ/mol less stable.

A) C20H24N2O3 | ωB97M-V with the def2-TZVPD basis set

ORCA input file:
```
! wB97M-V def2-TZVPD RIJCOSX def2/J DEFGRID3
* xyz 0 1
C -1.35 2.03 2.47
C -0.94 0.61 2.24
C -1.83 -0.31 1.71
C -1.47 -1.62 1.45
C -0.18 -2.05 1.73
C 0.72 -1.14 2.31
C 0.34 0.16 2.56
H 1.05 0.85 2.99
H 1.71 -1.49 2.54
O 0.33 -3.29 1.49
C -0.37 -4.22 0.70
C -0.17 -4.01 -0.82
C -0.96 -2.81 -1.31
O -2.15 -2.95 -1.56
N -0.34 -1.62 -1.47
C 1.02 -1.28 -1.11
H 1.64 -2.17 -1.03
C 1.62 -0.33 -2.16
N 0.81 0.86 -2.32
C 0.88 1.86 -1.35
C 1.78 1.84 -0.29
C 1.86 2.87 0.62
C 1.03 3.98 0.51
C 0.14 4.03 -0.55
C 0.07 3.00 -1.47
H -0.61 3.10 -2.30
H -0.50 4.90 -0.67
O 1.11 4.96 1.45
H 0.49 5.67 1.23
H 2.56 2.83 1.44
H 2.45 1.00 -0.15
C -0.50 0.45 -2.79
H -1.14 1.31 -2.97
C -1.17 -0.46 -1.76
H -2.13 -0.83 -2.11
H -1.32 0.10 -0.83
H -0.37 -0.09 -3.73
H 2.64 -0.06 -1.89
H 1.65 -0.84 -3.13
H 1.01 -0.78 -0.14
H 0.89 -3.96 -1.04
H -0.59 -4.89 -1.32
H -1.44 -4.23 0.93
H 0.05 -5.19 0.98
H -2.21 -2.29 1.02
H -2.84 0.00 1.48
H -1.67 2.48 1.53
H -2.18 2.08 3.16
H -0.52 2.61 2.86
*
```

- SMILES: Cc1ccc(OCCC(=O)N2CCN(c3ccc(O)cc3)CC2)cc1
- HOMO level: -7.45 eV
- E_LUMO: 0.0266 hartree
- Gap between HOMO and LUMO: 8.175 eV

B) C20H24N2O3 | ωB97M-V with the def2-TZVPD basis set

ORCA input file:
```
! wB97M-V def2-TZVPD RIJCOSX def2/J DEFGRID3
* xyz 0 1
C -6.86 3.08 -4.69
C -6.26 2.94 -3.32
C -5.09 2.19 -3.16
C -4.52 2.04 -1.91
C -5.12 2.65 -0.80
C -6.27 3.39 -0.96
C -6.84 3.54 -2.22
H -7.74 4.12 -2.33
H -6.73 3.86 -0.10
H -4.66 2.53 0.17
O -3.38 1.33 -1.64
C -2.73 0.67 -2.71
C -1.49 -0.08 -2.21
O -0.80 -0.70 -2.99
N -1.30 0.04 -0.88
C -0.29 -0.51 -0.09
C 0.69 -1.36 -0.59
C 1.67 -1.86 0.25
C 1.69 -1.53 1.60
C 0.69 -0.70 2.10
C -0.28 -0.19 1.27
H -1.05 0.46 1.67
H 0.69 -0.47 3.16
C 2.70 -2.05 2.56
O 2.46 -2.20 3.74
N 3.91 -2.34 2.02
H 4.09 -2.09 1.06
C 5.02 -2.79 2.82
H 4.60 -3.16 3.76
H 5.52 -3.62 2.30
C 6.04 -1.68 3.11
C 7.10 -2.20 4.09
H 7.81 -1.41 4.33
H 7.64 -3.03 3.65
H 6.63 -2.53 5.01
C 6.70 -1.17 1.83
H 5.97 -0.72 1.16
H 7.19 -1.99 1.31
H 7.45 -0.42 2.06
H 5.50 -0.85 3.59
H 2.40 -2.54 -0.16
H 0.68 -1.62 -1.64
H -1.98 0.61 -0.40
H -2.40 1.39 -3.47
H -3.39 -0.06 -3.19
H -4.65 1.73 -4.03
H -7.19 2.11 -5.06
H -7.71 3.75 -4.67
H -6.12 3.47 -5.39
*
```

- SMILES: Cc1cccc(OCC(=O)Nc2ccc(C(=O)NCC(C)C)cc2)c1
- HOMO level: -8.68 eV
- E_LUMO: 0.0236 hartree
- Gap between HOMO and LUMO: 9.323 eV

The most stable arrangement is B), and the next structure is 106.1 kJ/mol less stable.